# 1
Formula: C5H13N4
Source: the OMol25 dataset
Level of theory: ωB97M-V/def2-TZVPD

Each line ends with the Löwdin charge.
CARTESIAN COORDINATES (ANGSTROEM)
C: -3.03 0.35 -1.29  -0.09
N: -2.08 -0.33 -0.51  0.05
C: -0.91 -0.15 -0.09  -0.26
N: -0.01 -1.50 0.36  0.11
C: 1.05 -0.89 1.16  -0.43
C: 2.14 -1.89 1.37  -0.06
C: 1.34 0.42 0.42  -0.14
N: 0.05 0.84 -0.03  -0.02
N: -0.03 2.01 -1.08  0.31
H: -3.87 0.59 -0.69  0.08
H: -3.33 -0.18 -2.12  0.07
H: -2.56 1.36 -1.57  0.08
H: -0.70 -2.01 0.90  0.11
H: 0.70 -0.56 2.15  0.15
H: 3.18 -1.36 1.73  0.15
H: 2.41 -2.53 0.52  0.08
H: 1.85 -2.62 2.04  0.05
H: 1.82 1.27 1.06  0.16
H: 2.12 0.32 -0.41  0.15
H: -0.87 1.95 -1.56  0.09
H: 0.73 2.07 -1.83  0.21
H: -0.03 2.84 -0.55  0.15

## Properties
- Structure (SMILES): C/N=C1/N[C@@H](C)CN1[NH3+]
- HOMO: -12.95 eV
- ΔE to the lowest compared entry with this formula, charge and spin: 103.0 kcal per mole
- M: 129.19 g/mol
- Net charge: +1
- Spin multiplicity: 1
- Total energy: -416.9448 hartree
- Kohn-Sham gap: 8.76 eV



# 2
Formula: C25H36CuNO2
Source: the OMol25 dataset
Level of theory: ωB97M-V/def2-TZVPD

Each line ends with the Löwdin spin population.
CARTESIAN COORDINATES (ANGSTROEM)
O: 0.00 1.05 -2.33  0.00
C: 1.02 1.87 -2.97  0.00
C: 0.04 3.03 -3.16  0.00
H: 1.40 1.38 -3.88  0.00
H: 1.82 2.03 -2.23  0.00
C: -0.93 2.16 -2.30  0.00
H: -0.24 3.13 -4.21  0.00
H: 0.29 4.01 -2.75  0.00
C: -2.21 1.79 -3.01  0.00
H: -2.02 1.39 -4.03  0.00
H: -2.88 2.65 -3.10  0.00
H: -2.74 1.03 -2.42  0.00
C: -1.21 2.56 -0.86  0.00
H: -0.37 3.06 -0.38  0.00
H: -1.42 1.64 -0.27  0.00
H: -2.09 3.22 -0.79  0.00
Cu: -0.31 0.18 2.64  0.50
C: 0.93 2.07 3.65  0.00
C: 2.04 1.18 3.64  0.01
C: 2.19 0.66 2.33  0.00
H: 2.71 0.97 4.47  0.00
C: 1.14 1.19 1.51  0.03
C: 0.38 2.12 2.32  0.03
H: -0.34 2.84 1.95  0.00
H: 0.59 2.67 4.49  0.00
H: 3.01 0.03 1.98  0.00
H: 1.00 1.03 0.44  0.00
C: -1.96 -0.37 4.01  0.09
C: -2.28 0.96 3.60  0.01
C: -2.43 0.97 2.19  0.13
H: -2.40 1.80 4.28  0.00
C: -2.23 -0.36 1.70  0.00
C: -1.98 -1.20 2.83  0.08
H: -1.87 -2.29 2.80  0.00
H: -1.80 -0.72 5.03  0.00
H: -2.69 1.83 1.58  0.01
H: -2.27 -0.71 0.66  0.00
O: -0.41 -0.83 -4.08  0.00
C: -0.57 -0.27 -5.41  0.00
C: 0.19 -1.10 -6.46  0.00
H: -0.21 0.77 -5.43  0.00
H: -1.65 -0.23 -5.64  0.00
C: 1.07 -2.04 -5.63  0.00
H: 0.79 -0.48 -7.13  0.00
H: -0.52 -1.66 -7.08  0.00
C: 0.62 -1.83 -4.17  0.00
H: 2.14 -1.83 -5.75  0.00
H: 0.91 -3.08 -5.93  0.00
H: 1.45 -1.49 -3.52  0.00
H: 0.25 -2.78 -3.75  0.00
C: 0.69 -1.38 5.74  0.00
C: 0.96 -2.03 4.45  0.01
C: 1.51 -3.32 4.25  0.00
C: 1.61 -3.51 2.86  0.00
C: 1.11 -2.34 2.25  0.00
C: 0.97 -2.03 0.82  0.00
N: 0.72 -1.47 3.23  0.08
H: -0.13 -1.91 6.26  0.00
H: 0.42 -0.32 5.63  0.00
H: 1.58 -1.46 6.38  0.00
H: 1.80 -3.99 5.05  0.00
H: 1.99 -4.37 2.31  0.00
H: 1.77 -1.35 0.48  0.00
H: 1.03 -2.96 0.25  0.00
H: 0.00 -1.54 0.63  0.00

## Properties
- HOMO (alpha / beta): -3.14 / -3.13 eV
- ΔE to the lowest compared entry with this formula, charge and spin: 3.3 kcal per mole
- M: 446.11 g/mol
- Net charge: -1
- Spin multiplicity: 2
- Total energy: -2819.7905 hartree
- <S²>: 0.7576
- Kohn-Sham gap (alpha / beta): 5.59 / 5.58 eV



# 3
Formula: C16H13NO4
Source: the OMol25 dataset
Level of theory: ωB97M-V/def2-TZVPD

Each line ends with the Löwdin charge.
CARTESIAN COORDINATES (ANGSTROEM)
O: 1.34 2.81 0.38  0.09
C: 1.12 1.88 1.13  -0.34
C: -0.28 1.72 1.73  -0.08
N: -1.18 1.24 0.71  0.10
C: -1.53 -0.07 0.63  -0.47
O: -1.36 -0.87 1.52  0.08
C: -2.30 -0.41 -0.62  -0.07
C: -3.68 -0.45 -0.59  -0.01
C: -4.40 -0.80 -1.71  -0.06
C: -3.74 -1.13 -2.89  -0.06
C: -2.36 -1.11 -2.93  0.00
C: -1.63 -0.75 -1.81  -0.08
C: -0.15 -0.73 -1.83  -0.44
O: 0.54 -0.36 -0.91  0.13
O: 0.37 -1.16 -2.98  0.12
C: 2.15 0.89 1.48  -0.16
C: 3.49 1.26 1.31  -0.02
C: 4.50 0.37 1.61  -0.08
C: 4.20 -0.90 2.06  -0.08
C: 2.87 -1.29 2.20  -0.07
C: 1.85 -0.40 1.92  -0.02
H: -0.62 2.71 2.06  0.13
H: -0.30 1.02 2.56  0.12
H: -1.22 1.80 -0.13  0.15
H: -4.19 -0.20 0.33  0.12
H: -5.48 -0.82 -1.68  0.11
H: -4.31 -1.41 -3.76  0.11
H: -1.84 -1.37 -3.84  0.12
H: 1.34 -1.13 -2.93  0.14
H: 3.70 2.25 0.95  0.12
H: 5.54 0.67 1.49  0.10
H: 4.99 -1.60 2.29  0.10
H: 2.64 -2.29 2.53  0.11
H: 0.83 -0.73 2.01  0.09

## Properties
- Structure (SMILES): O=C(CNC(=O)c1ccccc1C(=O)O)c1ccccc1
- HOMO: -9.28 eV
- ΔE to the lowest compared entry with this formula, charge and spin: 2.2 kcal per mole
- M: 283.28 g/mol
- Spin multiplicity: 1
- Total energy: -973.2740 hartree
- Kohn-Sham gap: 9.39 eV



# 4
Formula: C6H7O4S
Source: the OMol25 dataset
Level of theory: ωB97M-V/def2-TZVPD

Each line ends with the Löwdin charge.
CARTESIAN COORDINATES (ANGSTROEM)
C: 1.88 -0.09 0.30  -0.52
C: 1.03 1.50 -0.39  -0.41
C: 1.30 -1.23 -0.21  -0.56
C: -0.82 -0.06 -0.41  -0.60
C: -2.07 -0.04 -1.14  -0.01
C: -0.97 -0.20 1.16  0.01
O: 1.57 2.55 -0.55  0.05
O: 1.55 -2.47 -0.18  -0.04
O: -0.25 1.32 -0.59  0.03
O: 0.04 -0.95 -0.93  0.00
S: 3.52 0.10 0.78  0.73
H: -2.77 0.73 -0.98  0.07
H: -2.49 -1.14 -1.00  0.14
H: -1.95 -0.05 -2.22  0.08
H: -1.20 0.68 1.73  0.07
H: 0.10 -0.40 1.50  0.08
H: -1.63 -1.04 1.35  0.08
H: 3.16 0.80 1.78  -0.20

## Properties
- HOMO: -3.43 eV
- ΔE to the lowest compared entry with this formula, charge and spin: 27.3 kcal per mole
- M: 175.19 g/mol
- Net charge: -1
- Spin multiplicity: 1
- Total energy: -931.9749 hartree
- Kohn-Sham gap: 6.87 eV



Question: Which formula does entry 2 have?
Answer: C25H36CuNO2



Question: Which of these has the highest M?
Answer: C25H36CuNO2



What did the fourth record say?
Formula: C6H7O4S
Source: the OMol25 dataset
Level of theory: ωB97M-V/def2-TZVPD

Each line ends with the Löwdin charge.
CARTESIAN COORDINATES (ANGSTROEM)
C: 1.88 -0.09 0.30  -0.52
C: 1.03 1.50 -0.39  -0.41
C: 1.30 -1.23 -0.21  -0.56
C: -0.82 -0.06 -0.41  -0.60
C: -2.07 -0.04 -1.14  -0.01
C: -0.97 -0.20 1.16  0.01
O: 1.57 2.55 -0.55  0.05
O: 1.55 -2.47 -0.18  -0.04
O: -0.25 1.32 -0.59  0.03
O: 0.04 -0.95 -0.93  0.00
S: 3.52 0.10 0.78  0.73
H: -2.77 0.73 -0.98  0.07
H: -2.49 -1.14 -1.00  0.14
H: -1.95 -0.05 -2.22  0.08
H: -1.20 0.68 1.73  0.07
H: 0.10 -0.40 1.50  0.08
H: -1.63 -1.04 1.35  0.08
H: 3.16 0.80 1.78  -0.20

## Properties
- HOMO: -3.43 eV
- ΔE to the lowest compared entry with this formula, charge and spin: 27.3 kcal per mole
- M: 175.19 g/mol
- Net charge: -1
- Spin multiplicity: 1
- Total energy: -931.9749 hartree
- Kohn-Sham gap: 6.87 eV